Run w
The following is a DFT calculation (ωB97M-V/def2-TZVPD) of a cluster of 2 separate species, C11H18N in total.

HOMO-LUMO gap (alpha / beta), eV: 7.38 / 8.12
Net charge: +1

Element x y z (Å)
C (0.92170, 0.22116, 0.84771)
H (-1.74417, -2.01985, -2.45412)
H (3.53419, 2.44503, 0.43454)
C (0.08875, -0.69287, 0.18574)
H (1.34287, -0.44757, -2.47912)
C (-2.24763, 0.79423, 2.06420)
C (2.65641, 1.93683, 2.33607)
C (0.81335, 0.28488, 2.23954)
H (1.57832, 1.27331, 4.05268)
H (-0.02627, 1.06867, -1.91975)
H (3.35571, 2.51623, 2.94088)
H (2.11273, 0.89466, -0.76497)
H (-0.83222, 0.02194, -2.98182)
C (-0.75621, 0.35387, -1.86071)
C (1.64237, 1.17170, 3.00310)
H (-1.70638, 1.50254, 1.44835)
H (-2.18564, -1.54965, -0.74780)
C (-1.31984, -1.94583, -1.31131)
C (1.87756, 1.11078, 0.22624)
H (-1.87032, -0.20290, 2.16251)
C (2.69419, 1.95472, 0.93281)
H (-3.12814, 1.21817, 2.54842)
H (-0.91922, -2.97404, -1.15284)
H (1.68053, -1.90361, -1.45571)
H (-0.51944, -1.24251, 0.87083)
C (0.94747, -1.35772, -1.94129)
H (0.61921, -1.87342, -2.74947)
H (-0.11785, -0.08794, 2.55662)
H (-1.63371, 0.84831, -1.32997)
N (-0.24946, -0.94528, -1.25046)

Run x
The following is a DFT calculation (ωB97M-V/def2-TZVPD) of a structure of composition C11H18N.

HOMO-LUMO gap, eV: 9.79
Net charge: +1

Element x y z (Å)
C (-2.36004, -0.37797, -1.03089)
H (2.26732, 0.34457, -3.15911)
C (-0.41118, 1.28888, 0.36785)
H (-2.05587, -2.86698, 0.01712)
C (-1.21435, -2.12121, 0.24216)
C (1.96619, -1.57318, -0.02973)
H (-3.32467, -0.62669, -0.40732)
H (2.50003, -0.45609, 2.16965)
N (0.01561, -0.04447, -0.13626)
H (-0.44899, -2.67212, 0.75938)
H (0.45061, 2.32129, -1.22559)
H (-0.39544, 3.34085, 0.21978)
H (-0.35621, 0.45124, -2.62732)
C (1.80458, 0.26559, -2.21022)
H (2.53356, 0.03329, -1.41162)
H (2.78589, -1.93668, 0.62260)
H (-2.29150, 1.49490, 1.45924)
H (-2.23070, 0.69627, -1.13461)
C (1.48830, -0.14073, 1.86513)
H (0.74580, -0.22182, 2.63412)
H (-2.49289, -0.99188, -1.90571)
C (-1.12651, -0.96858, -0.31114)
C (1.20753, -0.59544, 0.47275)
H (1.77126, 0.86418, 1.78855)
H (2.10921, -2.11749, -0.98371)
C (-1.21745, 1.30965, 1.66981)
H (-0.96472, 2.21752, 2.38078)
C (0.51401, 0.34770, -1.99487)
C (-0.14202, 2.36190, -0.26591)
H (-1.12736, 0.37347, 2.16510)

In order of decreasing stability: run w, run x.